# C33H58F7N2O12P3S

A cluster of 4 separate species, C33H58F7N2O12P3S in total in a non-equilibrium geometry (ωB97M-V/def2-TZVPD, OMol25).

Calculated values
HOMO = -9.230 eV
max |F| = 2.124 eV Å⁻¹
total charge = 0

XYZ file:
```
116
Properties=species:S:1:pos:R:3:forces:R:3
C -1.6551 -0.9012 -7.1076 0.276 0.170 0.023
C -2.4150 -0.4049 -5.8977 0.112 0.055 -0.004
O -2.0642 -1.1963 -4.7401 -0.209 0.202 0.045
P -2.8946 -2.5028 -4.3562 0.077 0.064 -0.005
O -3.8857 -2.8919 -5.3714 0.074 0.048 0.176
C -3.5067 -2.2779 -2.6780 -0.121 0.021 0.071
C -2.6379 -1.4237 -1.7306 -0.035 -0.073 0.033
C -1.7223 -2.2943 -0.8445 0.087 0.050 -0.021
C -1.3782 -1.7349 0.5214 0.532 0.587 0.649
C -1.7791 -2.4488 1.6784 0.062 0.536 -0.065
P -2.3539 -4.2013 1.6430 0.077 -0.084 0.295
N -1.9766 -5.0596 2.8829 0.082 0.084 0.008
C -1.6158 -1.8438 2.9274 0.657 0.394 -0.641
C -0.9597 -0.6256 3.1106 0.272 0.016 -0.843
C -0.4200 0.0445 1.9884 -0.509 -0.511 -0.144
C 0.3583 1.3451 2.1559 -0.003 0.072 0.201
F -0.0894 2.2783 1.2652 0.025 -0.083 0.202
F 0.1530 1.8905 3.3655 -0.007 0.014 -0.164
C 1.9248 1.1923 1.9921 -0.069 0.005 0.122
F 2.2075 0.0186 1.3870 0.033 0.168 -0.109
F 2.4054 2.2058 1.2508 0.014 -0.164 -0.021
C 2.7055 1.1917 3.3370 -0.571 0.043 0.201
F 2.6742 2.3878 3.9119 0.131 -0.050 -0.072
F 2.1477 0.2987 4.1771 0.182 -0.014 -0.140
F 3.9623 0.8439 3.1187 0.148 -0.031 -0.007
C -0.6248 -0.5123 0.6929 -0.730 -0.469 0.662
P 0.0727 0.2778 -0.8110 0.551 -0.464 -0.602
S 1.1442 -0.8166 -2.0165 -0.252 0.028 0.174
C -0.9815 -0.3541 4.6170 -0.448 -1.127 -0.600
O -0.9859 0.6755 5.1832 0.507 1.181 0.789
N -1.2694 -1.6130 5.2550 -0.073 0.240 -0.314
C -0.1022 -2.3836 5.7247 -0.170 0.011 0.230
C 0.1990 -2.2283 7.2113 -0.091 0.076 0.016
C 1.5548 -2.8729 7.5086 -0.035 0.212 0.241
O 0.1317 -0.8786 7.6404 0.107 -0.075 0.014
C -2.0569 -2.3017 4.2784 1.092 0.835 -0.148
O -2.9940 -2.9577 4.5271 -1.537 -1.425 0.340
O -1.7446 -3.5402 -4.0267 0.229 -0.290 -0.081
C -0.8858 -4.0149 -5.0895 -0.004 -0.116 -0.073
C 0.4149 -3.2362 -5.1404 0.021 0.051 0.123
H -2.0057 -0.3965 -8.0090 -0.051 -0.077 -0.005
H -1.7551 -1.9815 -7.2206 -0.209 0.080 -0.084
H -0.5937 -0.6659 -7.0006 -0.060 -0.005 -0.029
H -2.1166 0.6151 -5.6479 -0.051 -0.050 -0.016
H -3.4936 -0.4280 -6.0505 0.007 -0.122 -0.005
H -4.5297 -1.9034 -2.7471 0.081 0.106 -0.053
H -3.5814 -3.3019 -2.3034 -0.162 0.018 0.040
H -2.0318 -0.7555 -2.3363 0.033 0.163 -0.021
H -3.2874 -0.8040 -1.1064 0.004 -0.061 0.011
H -0.8018 -2.5119 -1.3881 0.014 -0.028 -0.048
H -2.2315 -3.2425 -0.7112 -0.029 0.029 0.033
H -1.8486 -4.6759 0.4308 -0.039 0.042 -0.195
H -3.7195 -4.0134 1.3701 -0.093 -0.061 -0.034
H -1.4050 -5.8605 2.6483 0.022 -0.007 0.047
H -1.0331 0.9163 -1.3759 -0.214 0.104 0.019
H 0.7975 1.3650 -0.3645 0.053 0.077 0.072
H -0.3254 -3.4349 5.5316 0.172 -0.024 -0.059
H 0.7870 -2.1032 5.1443 0.037 -0.062 -0.061
H -0.5868 -2.7217 7.7846 -0.044 -0.026 -0.098
H 2.3204 -2.0935 7.4997 0.057 -0.090 -0.115
H 1.5648 -3.3222 8.5011 0.044 0.004 -0.031
H 1.8208 -3.6341 6.7751 -0.007 -0.065 0.018
H 0.6687 -0.3231 7.0627 -0.020 -0.008 0.024
H -0.7060 -5.0674 -4.8735 -0.020 0.048 0.093
H -1.4369 -3.9719 -6.0314 0.022 -0.009 -0.004
H 0.6641 -2.8868 -4.1381 0.040 -0.048 0.010
H 1.2252 -3.8790 -5.4849 -0.010 0.034 -0.096
H 0.3508 -2.3606 -5.7842 0.000 -0.056 0.039
C -0.0416 3.2122 -7.6355 -0.015 0.062 0.025
O 0.1886 2.0056 -8.3319 0.059 -0.096 -0.033
C -0.1164 2.0771 -9.7145 -0.072 -0.044 0.052
C 1.1278 2.2270 -10.5590 0.072 0.026 -0.044
O 1.7766 3.4642 -10.3265 -0.029 0.017 0.017
C 2.9070 3.3688 -9.4814 -0.008 0.002 0.006
H 0.3702 3.0955 -6.6341 0.019 -0.007 -0.018
H 0.4352 4.0626 -8.1318 0.007 -0.025 0.047
H -1.1142 3.4098 -7.5494 -0.068 0.055 -0.007
H -0.7977 2.9112 -9.9118 -0.012 0.000 -0.008
H -0.6257 1.1490 -9.9942 0.005 0.007 0.004
H 0.8467 2.1891 -11.6158 0.001 -0.001 0.005
H 1.8096 1.3941 -10.3584 0.006 -0.016 -0.009
H 3.7318 2.8519 -9.9837 -0.009 -0.022 0.004
H 2.6720 2.8438 -8.5519 0.010 0.004 0.003
H 3.2206 4.3849 -9.2495 0.010 0.004 -0.013
C 5.6592 0.5943 7.7516 -0.003 0.002 0.007
O 5.5685 0.8459 9.1393 0.041 -0.036 0.011
C 4.5866 0.0648 9.7993 -0.047 0.096 -0.060
C 5.1942 -1.1006 10.5443 0.022 -0.085 0.024
O 5.7828 -2.0427 9.6636 -0.015 0.015 -0.037
C 7.1912 -1.9465 9.5803 -0.007 0.006 -0.006
H 6.5404 1.1183 7.3857 -0.005 0.017 -0.005
H 5.7628 -0.4735 7.5408 0.004 0.000 -0.009
H 4.7781 0.9783 7.2236 -0.009 -0.021 0.007
H 3.8497 -0.3054 9.0786 -0.034 -0.001 0.013
H 4.0672 0.7131 10.5110 -0.001 -0.011 0.000
H 4.4052 -1.6144 11.1018 0.004 0.010 0.003
H 5.9346 -0.7333 11.2622 0.006 -0.001 0.015
H 7.6649 -2.2838 10.5087 -0.004 0.022 0.010
H 7.5133 -0.9238 9.3686 0.011 -0.001 -0.001
H 7.5102 -2.5976 8.7684 0.002 -0.016 0.007
C -2.0010 4.2327 -0.7340 0.030 -0.042 0.131
O -2.5643 3.6014 -1.8680 -0.119 -0.053 -0.058
C -3.8375 3.0280 -1.6068 0.124 -0.084 -0.014
C -4.9756 3.9110 -2.0636 -0.040 0.110 -0.005
O -5.0465 5.1083 -1.3091 -0.021 -0.053 0.043
C -4.5023 6.2431 -1.9538 -0.011 -0.029 -0.044
H -1.0975 4.7499 -1.0529 0.000 -0.038 -0.046
H -2.6906 4.9539 -0.2899 0.021 0.005 0.010
H -1.7357 3.4864 0.0237 -0.022 0.096 0.007
H -3.9488 2.8231 -0.5368 0.014 -0.022 0.034
H -3.8876 2.0730 -2.1412 -0.004 0.025 -0.026
H -5.9183 3.3735 -1.9225 0.010 0.001 0.000
H -4.8674 4.1291 -3.1306 0.002 0.033 -0.024
H -5.1245 6.5526 -2.8009 0.024 -0.025 -0.005
H -3.4854 6.0562 -2.3071 0.014 0.014 -0.031
H -4.4827 7.0480 -1.2217 -0.021 0.007 0.004
```
Positions in Å, forces in eV/Å.